ORCA calculation (ωB97M-V/def2-TZVPD) on a molecular structure, C8H42AgO21P at a distorted geometry.

The geometry in XYZ format:
```
73
C8H42AgO21P (ωB97M-V/def2-TZVPD)
Ag -0.6912 -2.5279 1.3700
P -0.0265 -0.0427 0.2019
O 0.4001 1.0310 1.2599
O -1.4201 -0.5991 0.6009
O 0.8496 -1.3181 0.4530
O 0.0447 0.5595 -1.2120
O -0.0905 -3.6928 -0.5556
H 0.7562 -3.3056 -0.7778
H -0.3613 -4.1507 -1.3514
O -0.4759 3.3967 1.9046
H -1.1324 3.2655 1.2205
H 0.0421 2.5918 1.8977
O -1.7723 -2.1036 3.3857
H -1.8027 -1.1469 3.3970
H -2.4838 -2.3731 3.9666
O 1.0452 -2.5645 2.8644
H 1.7223 -3.1974 3.1035
H 1.4686 -1.7117 2.9620
O 2.2462 1.3117 -2.0203
H 2.4641 1.8337 -1.2482
H 1.4513 0.8388 -1.7738
O 0.8231 3.3070 -0.6358
H 0.6705 2.3781 -0.8096
H 0.8670 3.3686 0.3184
O 2.8853 1.5061 0.8297
H 1.9525 1.3216 0.9393
H 3.3223 0.6937 1.0853
O -2.8845 -2.8051 0.8180
H -3.6273 -3.4062 0.8747
H -3.2271 -2.0437 0.3500
O -0.6950 -1.2739 -2.9277
H -0.2989 -0.5982 -2.3773
H -1.4689 -1.5568 -2.4406
C 3.9957 -2.0190 0.2155
C 3.5219 -1.9150 -1.1918
O 2.1859 -2.3409 -1.4326
O 3.2796 -1.2163 1.0648
H 5.0704 -1.8445 0.2683
H 3.8213 -3.0456 0.5375
H 4.0529 -2.4254 -1.9954
H 3.6313 -0.8881 -1.5406
H 1.6019 -1.8191 -0.8775
H 2.3343 -1.2738 0.9080
C 0.2082 1.4165 -4.2835
C -0.6576 1.2056 -5.5163
O -1.3278 -0.0204 -5.5849
O -0.5982 1.8639 -3.2209
H 0.8553 2.2542 -4.5435
H 0.7666 0.5039 -4.0750
H -0.1599 1.2877 -6.4825
H -1.4133 1.9402 -5.7944
H -1.4374 -0.3590 -4.6933
H -0.3273 1.3316 -2.4694
C 1.0968 1.2465 4.2943
C -0.4054 0.7964 4.4013
O -1.1687 1.0314 3.2121
O 1.6532 0.3484 3.4069
H 1.6105 1.3830 5.2460
H 1.2449 2.2540 3.9054
H -0.9469 1.2325 5.2407
H -0.5422 -0.2723 4.5668
H -0.5696 0.9630 2.4652
H 1.4066 0.6533 2.5306
C -3.9897 0.6846 -0.6622
C -3.1800 1.9626 -0.5357
O -2.7478 1.9647 0.7494
O -3.2004 -0.4845 -0.9858
H -4.7325 0.8785 -1.4360
H -4.4991 0.2732 0.2092
H -3.8728 2.7787 -0.7409
H -2.4024 2.0566 -1.2938
H -2.3367 1.1226 0.9577
H -2.3742 -0.4952 -0.4971
```

Properties
* 2S+1: 2
* LUMO energy (alpha / beta): 1.63 / -1.19 eV
* highest occupied orbital energy (alpha / beta): -6.18 / -6.18 eV
* net charge: -1
* DFT total energy: -65264.810 eV
* HOMO-LUMO gap (alpha / beta): 0.287 / 0.183 Ha



ORCA calculation (ωB97M-V/def2-TZVPD) on 19 unconnected molecules or ions with the total composition C87H212O45S3 at a distorted geometry.

The geometry in XYZ format:
```
347
C87H212O45S3 (ωB97M-V/def2-TZVPD)
C -6.3875 -4.1912 1.2912
O -6.3407 -4.9966 2.4237
C -7.0889 -6.1741 2.2947
C -7.0380 -6.9896 3.5689
O -5.7449 -7.7743 3.5516
C -5.4678 -8.3208 4.9144
C -4.3640 -9.2351 4.6797
O -4.9458 -10.4832 4.2687
C -4.0096 -11.5151 3.9536
H -7.3308 -3.6684 1.1364
H -6.0136 -4.8327 0.5029
H -5.6422 -3.3856 1.3689
H -6.6825 -6.8071 1.5480
H -8.1211 -5.9862 2.0331
H -7.8977 -7.6733 3.7244
H -7.0604 -6.3086 4.4444
H -6.3196 -8.8856 5.3332
H -5.1342 -7.4783 5.5520
H -3.9084 -9.4415 5.6634
H -3.6662 -8.7782 3.9961
H -3.1365 -11.1023 3.4215
H -4.5098 -12.2718 3.3719
H -3.6658 -11.8681 4.9392
C -4.4712 -1.8957 -4.6008
O -3.8511 -2.6262 -3.5152
C -2.7111 -2.0921 -2.8533
C -1.7452 -1.3621 -3.7556
O -1.2627 -2.0699 -4.8088
C -0.4063 -3.1643 -4.5770
C -1.1219 -4.4444 -5.0891
O -1.3167 -4.3017 -6.5087
C -1.9905 -5.4101 -7.0533
H -5.4373 -2.3633 -4.7946
H -3.8074 -1.8981 -5.4949
H -4.5317 -0.8523 -4.2674
H -2.2642 -3.0008 -2.3753
H -3.0778 -1.4735 -2.0211
H -0.9536 -0.8065 -3.1796
H -2.4194 -0.5297 -4.2324
H -0.0775 -3.2385 -3.5429
H 0.5150 -3.0469 -5.1723
H -2.1124 -4.5410 -4.7283
H -0.5201 -5.3740 -4.9118
H -1.5459 -6.3778 -6.7396
H -2.1363 -5.3733 -8.1100
H -3.0470 -5.4081 -6.6735
C -1.5947 1.2638 -0.6845
O -0.6954 2.3095 -0.9450
C 0.7245 2.0588 -0.8745
C 1.0280 1.9312 0.5646
O 0.6361 0.7019 1.1158
C 1.5906 -0.2967 0.9035
C 1.0200 -1.6353 0.3886
O 0.1763 -2.0715 1.4377
C -1.2010 -1.9368 1.2891
H -2.0723 0.8327 -1.6002
H -2.4491 1.5634 0.0050
H -1.1261 0.3691 -0.3331
H 1.1794 2.8733 -1.3497
H 0.9938 1.1342 -1.4516
H 0.3915 2.6652 1.1001
H 2.0854 2.0860 0.8315
H 1.9440 -0.5231 1.8991
H 2.4783 -0.0081 0.3338
H 1.8019 -2.4131 0.2742
H 0.4955 -1.5662 -0.6563
H -1.4870 -0.8859 1.1749
H -1.6305 -2.3085 2.2178
H -1.5456 -2.5387 0.4545
C 5.0929 -3.3152 -6.1061
O 4.2851 -3.9208 -5.1190
C 3.2958 -4.8434 -5.5387
C 3.0006 -5.7271 -4.3261
O 2.1826 -5.0478 -3.4428
C 2.1175 -5.6398 -2.1485
C 0.8458 -5.4019 -1.3742
O -0.2475 -6.1927 -1.8271
C -1.0549 -6.7734 -0.7918
H 4.5578 -2.6628 -6.7998
H 5.6722 -3.9987 -6.7191
H 5.8034 -2.6891 -5.5615
H 3.6331 -5.4737 -6.4218
H 2.3340 -4.3821 -5.8711
H 3.9227 -6.1123 -3.8220
H 2.6125 -6.6599 -4.7669
H 2.8553 -5.0951 -1.5118
H 2.3588 -6.7009 -2.1896
H 0.5469 -4.3260 -1.4195
H 1.1534 -5.5691 -0.3169
H -1.1500 -6.1260 0.0843
H -0.5738 -7.7374 -0.3781
H -2.0537 -6.9678 -1.2362
C 2.2562 -0.6121 6.5817
O 2.2282 -0.9499 5.2461
C 0.9933 -1.3814 4.7599
C 0.6152 -2.9076 4.9483
O 1.3451 -3.7626 4.1394
C 0.9807 -5.0966 3.9777
C -0.2128 -5.2571 3.0159
O -1.4583 -5.0216 3.7362
C -2.5924 -5.1578 2.8581
H 3.2154 -0.1910 6.8184
H 2.1117 -1.4708 7.2378
H 1.4096 0.0459 6.8857
H 1.0115 -1.2218 3.6973
H 0.2656 -0.7590 5.1896
H -0.4211 -2.8897 4.7272
H 0.7761 -3.1787 6.0031
H 0.6661 -5.5736 4.9137
H 1.8244 -5.7134 3.5262
H -0.3989 -6.2389 2.5747
H -0.1051 -4.4783 2.3043
H -3.4971 -5.0834 3.4454
H -2.6425 -6.2005 2.3821
H -2.5943 -4.3578 2.1499
C 0.3925 7.2431 -2.3570
O 0.5003 6.3725 -1.2330
C -0.5773 6.5741 -0.3432
C -0.3105 5.8210 1.0228
O 0.8078 6.4333 1.6097
C 0.8044 6.3559 3.0282
C -0.0599 7.3768 3.7493
O 0.4158 8.6721 3.6302
C -0.5124 9.6103 4.0761
H 0.7910 6.7424 -3.2544
H 0.8720 8.2069 -2.2218
H -0.6354 7.5163 -2.5571
H -1.5087 6.3300 -0.7384
H -0.6163 7.6384 0.0031
H -0.1894 4.7384 0.8020
H -1.2618 6.0129 1.6630
H 1.8598 6.5825 3.1898
H 0.4343 5.3748 3.3613
H 0.0082 7.0248 4.8053
H -1.0851 7.2026 3.3778
H -0.0996 10.6107 3.8775
H -0.8082 9.4482 5.1659
H -1.4817 9.4538 3.5524
C -3.3461 4.3968 1.3317
O -3.3940 4.2783 2.6856
C -4.6298 4.6471 3.2178
C -4.5229 4.5938 4.7268
O -4.4456 3.2164 5.2044
C -4.6893 3.2253 6.6050
C -4.3193 1.8543 7.2684
O -2.9141 1.6877 7.2982
C -2.5212 0.4226 7.6418
H -2.5297 3.7845 0.9762
H -3.0907 5.4348 0.9694
H -4.2628 4.1099 0.7924
H -5.4442 3.9476 2.8909
H -4.8593 5.7207 2.8607
H -5.3712 5.1139 5.1597
H -3.6168 5.0890 4.9911
H -5.7439 3.4764 6.7672
H -4.0482 3.9603 7.0727
H -4.8126 0.9784 6.8387
H -4.7380 1.9393 8.2833
H -2.8824 0.0533 8.5901
H -1.4434 0.3477 7.8081
H -2.8694 -0.3020 6.8798
C 7.2699 -10.0503 2.5091
O 7.1130 -9.3919 1.2844
C 6.2271 -9.9009 0.3889
C 4.7777 -9.7019 0.8278
O 4.5120 -8.3705 1.2056
C 4.7788 -7.3720 0.2410
C 4.8801 -6.0465 0.9722
O 3.6134 -5.5744 1.3568
C 3.6575 -4.2234 1.7616
H 8.1146 -9.6685 3.0844
H 7.4695 -11.1552 2.3670
H 6.4677 -9.8746 3.2417
H 6.3837 -11.0273 0.1658
H 6.3281 -9.3848 -0.5918
H 4.5762 -10.3395 1.6877
H 4.0571 -9.9754 0.0508
H 3.9366 -7.2363 -0.3729
H 5.6625 -7.5952 -0.3241
H 5.3585 -5.3358 0.2157
H 5.5041 -6.2409 1.8737
H 4.0406 -4.0160 2.7915
H 2.6392 -3.9143 1.7403
H 4.1896 -3.6212 1.0203
C 4.8121 7.4861 -1.9487
O 4.9213 7.7946 -0.5831
C 3.6683 7.8477 0.0154
C 3.6807 8.2290 1.4818
O 4.3567 9.3777 1.8731
C 3.9044 10.5158 1.2175
C 4.7377 11.6666 1.6715
O 4.2954 12.0340 2.9272
C 5.1371 12.8156 3.7257
H 5.8131 7.5173 -2.4292
H 4.1788 8.1807 -2.4576
H 4.4112 6.4791 -2.0580
H 3.1109 6.8955 -0.1743
H 3.1619 8.7171 -0.4422
H 4.0597 7.3940 2.0966
H 2.5911 8.2995 1.7244
H 2.8261 10.6895 1.4497
H 3.9713 10.4415 0.1314
H 4.5415 12.4363 0.9593
H 5.8187 11.4018 1.6665
H 4.7543 13.8828 3.7062
H 6.1091 12.7974 3.2419
H 5.2030 12.4710 4.7741
C 6.4090 -4.7302 -2.0917
O 6.5484 -3.7044 -1.1348
C 5.7098 -2.5760 -1.2997
C 5.9944 -1.7978 -0.0312
O 4.9309 -0.8439 0.0948
C 5.0993 -0.1336 1.4128
C 4.6431 -0.6799 2.7360
O 5.5144 -1.6813 3.1747
C 5.1972 -2.0391 4.5287
H 6.5746 -4.4106 -3.1210
H 5.4408 -5.2508 -2.0752
H 7.1378 -5.4716 -1.9046
H 4.6485 -2.8660 -1.3660
H 5.9534 -1.9620 -2.1723
H 6.9772 -1.2280 -0.0857
H 6.0184 -2.5386 0.7752
H 4.5883 0.7787 1.2470
H 6.1854 -0.0053 1.4500
H 3.6068 -0.9330 2.8336
H 4.7393 0.2287 3.4596
H 4.1440 -2.2388 4.5810
H 5.5604 -1.2101 5.1555
H 5.9013 -2.8543 4.7943
C -6.1015 0.9837 -4.9071
O -5.6562 0.9531 -3.5689
C -6.6059 0.6380 -2.5507
C -5.9627 -0.1801 -1.4592
O -5.6378 0.7608 -0.4014
C -4.8028 0.1308 0.6092
C -4.8852 0.8807 1.8611
O -4.0563 0.2520 2.7964
C -2.8363 1.0016 2.9873
H -6.2673 -0.0338 -5.2872
H -5.3018 1.4127 -5.5436
H -6.9349 1.6600 -5.0018
H -7.4653 0.1019 -2.9231
H -7.0237 1.5276 -2.1179
H -5.0611 -0.6773 -1.7732
H -6.6811 -0.9585 -1.0762
H -3.7420 -0.0448 0.2888
H -5.1375 -0.8721 0.8164
H -5.8833 0.7163 2.2385
H -4.7025 1.9481 1.7077
H -2.3494 0.7216 3.9346
H -3.1014 2.0751 3.0738
H -2.1164 0.8807 2.1358
C 4.8526 3.8470 0.8176
O 4.2004 3.1749 1.9111
C 3.8023 4.1513 2.9281
C 2.7772 3.5342 3.8528
O 1.5610 3.3049 3.1791
C 0.6501 2.4934 3.8273
C -0.3558 3.2985 4.6931
O 0.2561 3.9797 5.8235
C -0.8206 4.5514 6.5140
H 5.3959 3.0509 0.2879
H 5.5173 4.5618 1.2457
H 4.2275 4.1991 0.0435
H 3.3723 4.9525 2.3477
H 4.7287 4.4488 3.5444
H 2.6062 4.2225 4.7115
H 3.2733 2.6181 4.2996
H 1.1470 1.7928 4.4899
H 0.0026 1.9170 3.1214
H -1.1013 2.6173 5.0790
H -0.8186 4.0763 4.0839
H -0.4909 5.3118 7.2739
H -1.4234 3.7631 7.0513
H -1.4406 5.1427 5.8578
C -2.4779 3.9623 -12.0271
O -1.4652 3.8251 -11.0431
C -0.9871 5.0185 -10.5281
C 0.0695 4.8535 -9.4770
O -0.4882 4.3300 -8.2602
C 0.5595 4.0943 -7.3113
C -0.0091 3.7925 -5.9561
O 1.0972 3.4932 -5.1535
C 0.8426 3.3811 -3.8009
H -2.0762 4.0067 -13.0503
H -3.0806 4.8092 -11.8587
H -3.1320 3.0591 -11.9955
H -1.7465 5.6291 -10.0519
H -0.6674 5.6607 -11.3858
H 0.6192 5.8123 -9.4087
H 0.7473 4.1455 -9.9396
H 1.2576 4.9428 -7.3849
H 1.0792 3.2154 -7.6574
H -0.6730 2.9377 -5.9366
H -0.5230 4.6903 -5.5324
H 0.2091 4.1725 -3.3770
H 1.7910 3.4584 -3.3083
H 0.3082 2.4760 -3.5310
C 4.2636 1.5860 -2.5034
O 3.6279 1.0369 -1.3477
H 4.7232 2.5626 -2.3669
H 4.9900 0.8681 -2.8514
H 3.4734 1.6857 -3.2820
H 4.2424 0.4519 -0.8492
C 2.3874 -1.6812 -2.5598
O 1.5222 -0.5697 -2.8516
H 1.9056 -2.4958 -2.0586
H 2.8396 -2.1369 -3.4624
H 3.1580 -1.1803 -1.9716
H 1.3039 -0.6168 -3.7909
C 2.1837 0.4522 -6.1820
O 1.2631 -0.5585 -5.7372
H 2.1105 0.6499 -7.2830
H 1.8915 1.3296 -5.6321
H 3.1721 0.2103 -5.9271
H 0.3869 -0.0938 -5.7697
C -4.6327 5.1594 -4.0382
S -3.2600 5.0090 -2.8283
O -3.8957 5.5144 -1.5515
C -3.2554 3.2213 -2.7608
H -5.0894 6.1375 -3.9328
H -5.3655 4.3607 -3.7535
H -4.3275 4.9937 -5.0825
H -4.1574 2.6994 -2.4135
H -2.3405 2.8619 -2.2545
H -3.1165 2.9027 -3.7714
C -1.3058 -0.9661 -7.9870
S -2.0943 0.2292 -6.8812
O -1.0492 0.7817 -5.9376
C -2.3669 1.5886 -8.0511
H -1.2088 -1.9218 -7.4622
H -0.3351 -0.5209 -8.2892
H -1.9966 -1.1380 -8.8124
H -1.5171 1.9388 -8.6168
H -2.5961 2.4388 -7.3729
H -3.2007 1.4018 -8.6928
C -4.1193 -3.5444 5.7645
S -4.8118 -2.5617 7.1814
O -6.1797 -3.1292 7.3352
C -3.8849 -3.3037 8.5017
H -4.9678 -3.5522 5.0771
H -4.0756 -4.6236 6.1031
H -3.2568 -3.1992 5.2034
H -2.8183 -3.0641 8.4710
H -3.9944 -4.4032 8.2999
H -4.4179 -2.9558 9.4476
```

Properties
* LUMO energy: 0.28 eV
* highest occupied orbital energy: -8.53 eV
* energy relative to the best compared isomer or geometry (same formula, charge and spin): 0.0 kJ/mol
* DFT total energy: -218270.118 eV
* HOMO-LUMO gap: 0.324 Ha